Here is a cluster of 10 separate species, C36H72O16 in total from OMol25. Energies are from ωB97M-V/def2-TZVPD.

orbital gap	9.616	eV
LUMO level	0.6	eV
electronic energy	-2618.74775	Eh
SMILES string	CCOC(C)=O.CCOC(C)=O.CCOC(C)=O.CCOC(C)=O.CCOC(C)=O.CCOC(C)=O.CC(C)=O.CC(C)=O.CC(C)=O.CC(C)=O
HOMO energy	-9.013	eV

Last columns: bonded neighbours and bond lengths (Å).
Element x y z (Å)
1 C 15.30988 18.46342 7.35946  C2 1.492, H7 1.090, H8 1.090, H9 1.090
2 C 15.76280 17.64094 8.51952  C1 1.492, O3 1.447, H10 1.090, H11 1.090
3 O 14.73704 16.80718 9.10854  C2 1.447, C4 1.324
4 C 15.00146 16.07178 10.17670  O3 1.324, C5 1.526, O6 1.238
5 C 13.67954 15.57740 10.75834  C4 1.526, H12 1.090, H13 1.090, H14 1.090
6 O 16.08790 15.78092 10.69448  C4 1.238
7 H 14.84132 17.87171 6.57304  C1 1.090
8 H 16.20619 18.85064 6.87490  C1 1.090
9 H 14.66030 19.28051 7.67330  C1 1.090
10 H 16.53568 17.02728 8.05674  C2 1.090
11 H 16.24492 18.29372 9.24722  C2 1.090
12 H 12.80050 16.05754 10.32836  C5 1.090
13 H 13.72132 15.85632 11.81122  C5 1.090
14 H 13.51678 14.50364 10.66526  C5 1.090
15 C 17.23553 21.04120 15.09656  C16 1.570, H21 1.090, H22 1.090, H23 1.090
16 C 15.92620 20.17632 15.14716  C15 1.570, O17 1.454, H24 1.090, H25 1.090
17 O 16.19786 18.79056 15.49234  C16 1.454, C18 1.364
18 C 15.36034 17.82224 15.02080  O17 1.364, C19 1.491, O20 1.240
19 C 15.82204 16.43088 15.29314  C18 1.491, H26 1.090, H27 1.090, H28 1.090
20 O 14.29650 17.98584 14.40460  C18 1.240
21 H 17.81048 20.70068 14.23542  C15 1.090
22 H 17.87183 20.89418 15.96928  C15 1.090
23 H 17.13544 22.12306 15.00916  C15 1.090
24 H 15.18410 20.56970 15.84188  C16 1.090
25 H 15.37176 20.30469 14.21752  C16 1.090
26 H 15.47548 16.11896 16.27840  C19 1.090
27 H 16.89751 16.25438 15.27596  C19 1.090
28 H 15.31170 15.78652 14.57730  C19 1.090
29 C 12.08776 8.21890 7.65948  C30 1.525, H35 1.090, H36 1.090, H37 1.090
30 C 12.67276 9.54852 8.12468  C29 1.525, O31 1.454, H38 1.090, H39 1.090
31 O 12.64730 9.79476 9.55732  C30 1.454, C32 1.311
32 C 13.47376 9.16058 10.35368  O31 1.311, C33 1.492, O34 1.214
33 C 13.32010 9.44608 11.80962  C32 1.492, H40 1.090, H41 1.090, H42 1.090
34 O 14.36402 8.41244 10.00602  C32 1.214
35 H 11.08272 8.11392 8.06812  C29 1.090
36 H 12.65668 7.37436 8.04832  C29 1.090
37 H 12.04382 8.18752 6.57082  C29 1.090
38 H 13.68460 9.63208 7.72808  C30 1.090
39 H 12.08636 10.38034 7.73440  C30 1.090
40 H 13.69912 10.41332 12.13962  C33 1.090
41 H 13.71852 8.66070 12.45194  C33 1.090
42 H 12.24682 9.45466 11.99964  C33 1.090
43 C 7.03540 11.22168 16.43378  C44 1.520, H49 1.090, H50 1.090, H51 1.090
44 C 7.74132 12.46642 16.94592  C43 1.520, O45 1.449, H52 1.090, H53 1.090
45 O 7.16310 13.64512 16.33266  C44 1.449, C46 1.377
46 C 7.87586 14.81400 16.48082  O45 1.377, C47 1.472, O48 1.223
47 C 7.16068 15.84538 15.71214  C46 1.472, H54 1.090, H55 1.090, H56 1.090
48 O 8.86249 15.00568 17.17819  C46 1.223
49 H 5.95728 11.36224 16.51125  C43 1.090
50 H 7.24214 10.31156 16.99684  C43 1.090
51 H 7.28818 11.01830 15.39320  C43 1.090
52 H 7.73496 12.48412 18.03577  C44 1.090
53 H 8.79135 12.33228 16.68604  C44 1.090
54 H 7.30616 15.78544 14.63356  C47 1.090
55 H 7.43850 16.84678 16.04096  C47 1.090
56 H 6.09808 15.63336 15.83070  C47 1.090
57 C 10.77770 12.87774 8.24485  C58 1.529, H63 1.090, H64 1.090, H65 1.090
58 C 10.68740 13.94194 9.33964  C57 1.529, O59 1.406, H66 1.090, H67 1.090
59 O 9.38452 14.45924 9.45012  C58 1.406, C60 1.341
60 C 9.17649 15.50926 10.25760  O59 1.341, C61 1.483, O62 1.221
61 C 7.73766 15.86686 10.26918  C60 1.483, H68 1.090, H69 1.090, H70 1.090
62 O 10.03194 16.08813 10.90802  C60 1.221
63 H 11.73926 12.38426 8.10354  C57 1.090
64 H 10.46424 13.31354 7.29622  C57 1.090
65 H 10.11973 12.04560 8.49534  C57 1.090
66 H 10.90390 13.38296 10.25000  C58 1.090
67 H 11.36746 14.78442 9.21368  C58 1.090
68 H 7.22608 15.41826 11.12074  C61 1.090
69 H 7.20456 15.41502 9.43266  C61 1.090
70 H 7.58008 16.94466 10.22923  C61 1.090
71 C 9.12187 9.26822 10.32209  C72 1.548, H77 1.090, H78 1.090, H79 1.090
72 C 7.98322 9.33421 11.36840  C71 1.548, O73 1.425, H80 1.090, H81 1.090
73 O 7.76264 10.69802 11.71626  C72 1.425, C74 1.347
74 C 8.42234 11.35500 12.68992  O73 1.347, C75 1.520, O76 1.241
75 C 8.15628 12.84956 12.77394  C74 1.520, H82 1.090, H83 1.090, H84 1.090
76 O 9.24348 10.79468 13.43316  C74 1.241
77 H 10.05487 9.71822 10.66138  C71 1.090
78 H 8.76482 9.88292 9.49581  C71 1.090
79 H 9.30734 8.27150 9.92178  C71 1.090
80 H 7.10874 8.87970 10.90276  C72 1.090
81 H 8.23588 8.82414 12.29796  C72 1.090
82 H 7.26104 13.21008 12.26730  C75 1.090
83 H 9.04626 13.30674 12.34148  C75 1.090
84 H 8.11702 13.15256 13.82026  C75 1.090
85 C 14.12862 14.39226 19.02845  C86 1.513, H89 1.090, H90 1.090, H91 1.090
86 C 13.10928 14.70134 17.95442  C85 1.513, C87 1.514, O88 1.240
87 C 11.73800 15.09106 18.46370  C86 1.514, H92 1.090, H93 1.090, H94 1.090
88 O 13.28454 14.52736 16.73885  C86 1.240
89 H 14.31968 15.21912 19.71248  C85 1.090
90 H 15.06032 14.20190 18.49574  C85 1.090
91 H 13.85996 13.43592 19.47718  C85 1.090
92 H 11.09354 14.21664 18.55404  C87 1.090
93 H 11.25380 15.71012 17.70844  C87 1.090
94 H 11.77160 15.70580 19.36319  C87 1.090
95 C 12.71280 10.83804 18.35222  C96 1.497, H99 1.090, H100 1.090, H101 1.090
96 C 11.22438 10.91216 18.20534  C95 1.497, C97 1.531, O98 1.241
97 C 10.53672 9.78704 17.42664  C96 1.531, H102 1.090, H103 1.090, H104 1.090
98 O 10.52890 11.75600 18.79137  C96 1.241
99 H 13.07986 10.23054 17.52498  C95 1.090
100 H 12.91908 10.23776 19.23834  C95 1.090
101 H 13.23812 11.79156 18.40632  C95 1.090
102 H 10.58566 10.02338 16.36370  C97 1.090
103 H 9.50408 9.52244 17.65411  C97 1.090
104 H 11.08150 8.84398 17.47116  C97 1.090
105 C 11.64164 19.68964 15.65050  C106 1.504, H109 1.090, H110 1.090, H111 1.090
106 C 10.57130 18.97183 14.87544  C105 1.504, C107 1.545, O108 1.219
107 C 10.92430 17.75824 13.98750  C106 1.545, H112 1.090, H113 1.090, H114 1.090
108 O 9.40390 19.29638 15.01186  C106 1.219
109 H 12.14450 18.86868 16.16164  C105 1.090
110 H 11.24444 20.46636 16.30398  C105 1.090
111 H 12.38440 20.03902 14.93334  C105 1.090
112 H 11.50660 18.16809 13.16224  C107 1.090
113 H 9.99509 17.30313 13.64466  C107 1.090
114 H 11.54980 16.97960 14.42404  C107 1.090
115 C 11.58516 12.01462 14.96404  C116 1.583, H119 1.090, H120 1.090, H121 1.090
116 C 11.80696 12.79308 13.60398  C115 1.583, C117 1.536, O118 1.227
117 C 11.68022 14.32368 13.63304  C116 1.536, H122 1.090, H123 1.090, H124 1.090
118 O 12.13020 12.25698 12.54812  C116 1.227
119 H 11.99164 11.02784 14.74234  C115 1.090
120 H 10.51774 11.89886 15.15198  C115 1.090
121 H 12.09738 12.43650 15.82878  C115 1.090
122 H 12.66044 14.64286 13.98716  C117 1.090
123 H 10.94306 14.75376 14.31108  C117 1.090
124 H 11.32972 14.60276 12.63938  C117 1.090

Here are the Löwdin charges for atoms 1 to 99, given in e: -0.086 -0.224 0.007 -0.512 0.023 0.070 0.081 0.082 0.079 0.122 0.129 0.064 0.078 0.087 -0.057 -0.200 -0.007 -0.480 0.021 0.053 0.070 0.068 0.072 0.111 0.110 0.074 0.091 0.087 -0.057 -0.192 -0.001 -0.565 0.013 0.088 0.061 0.078 0.082 0.123 0.092 0.079 0.090 0.072 -0.059 -0.218 -0.030 -0.503 0.017 0.098 0.077 0.071 0.059 0.125 0.093 0.085 0.095 0.093 -0.043 -0.219 -0.007 -0.534 0.021 0.084 0.063 0.080 0.069 0.112 0.111 0.077 0.088 0.096 -0.054 -0.196 -0.017 -0.467 0.055 0.053 0.063 0.072 0.073 0.120 0.115 0.086 0.080 0.077 -0.022 -0.462 -0.018 0.024 0.088 0.079 0.073 0.069 0.068 0.083 -0.011 -0.452 -0.016 0.037 0.084